1.
Here is a cluster of 16 separate species, C72H74Cl12N10O20 in total at a distorted geometry from the Open Molecules 2025 dataset. Energies are from the ωB97M-V functional and the def2-TZVPD basis.

Structure (XYZ):
```
188
Properties=species:S:1:pos:R:3:forces:R:3
Cl -1.57258 -3.05647 -4.30126 0.11 0.71 -0.73
C -2.22321 -4.50577 -3.58001 -0.58 -1.21 1.18
C -2.53296 -5.68485 -4.50188 -0.05 0.87 -0.31
Cl -1.07956 -6.62253 -4.79180 0.64 -0.52 -0.19
H -3.11780 -4.25252 -3.01108 0.02 0.25 -0.17
H -1.45467 -4.77458 -2.85530 -0.25 -0.38 0.07
H -2.87567 -5.34235 -5.47828 -0.09 0.06 0.10
H -3.29105 -6.35343 -4.09395 0.13 0.20 0.23
Cl -2.18661 0.88445 -3.38729 0.10 -0.07 -0.17
C -3.68807 -0.12403 -3.40500 0.25 -0.15 -0.02
C -4.15793 -0.32375 -4.84633 0.84 -0.37 0.27
Cl -4.72623 1.22280 -5.45784 -0.51 0.26 -0.26
H -4.40755 0.42914 -2.80128 -0.08 -0.08 -0.14
H -3.37631 -1.02196 -2.87150 -0.29 -0.18 -0.41
H -4.88450 -1.12867 -4.95723 -0.38 0.35 0.33
H -3.34155 -0.61261 -5.50828 0.21 -0.01 0.29
Cl 6.46451 2.28398 0.92774 -0.29 -0.20 -0.13
C 4.82953 1.64589 1.22172 -1.10 1.12 1.07
C 3.69932 2.41424 0.44044 1.26 -1.36 0.42
Cl 3.52381 4.08374 1.05859 0.16 -0.38 -0.36
H 4.57036 1.84658 2.26127 0.38 0.25 0.18
H 4.83735 0.55592 1.22101 -0.10 0.15 -1.06
H 2.76468 1.89754 0.65858 0.02 0.05 -0.09
H 3.94229 2.37864 -0.62154 -0.29 0.47 0.00
Cl -0.05669 -5.26892 -0.13951 0.09 -0.04 0.31
C 0.98219 -6.70855 -0.23655 2.22 -0.46 0.19
C 2.34127 -6.64010 0.60372 -1.46 0.81 -0.76
Cl 1.97159 -6.64499 2.34662 -0.06 -0.31 -0.17
H 1.30014 -6.74441 -1.27853 -0.17 -0.23 -0.01
H 0.40399 -7.59350 0.02927 0.00 0.25 0.01
H 2.87125 -5.71806 0.36487 -0.25 0.24 0.15
H 3.06919 -7.41219 0.35447 -0.58 -0.46 0.07
Cl 0.49083 4.75784 3.86344 0.60 -0.54 0.86
C 0.11635 5.55064 2.34094 -0.42 0.23 0.52
C -0.74320 6.75412 2.69044 -0.42 -0.39 -1.06
Cl -2.39066 6.09532 3.11181 0.47 0.62 0.08
H -0.49402 4.81771 1.81335 0.33 0.30 -0.45
H 1.06070 5.78872 1.85144 -0.23 0.05 -0.12
H -0.87535 7.34201 1.78212 -0.15 0.16 0.15
H -0.34930 7.37995 3.49124 -0.18 -0.28 0.01
Cl -0.01139 -1.23691 -8.04475 -0.02 -0.20 -0.20
C 1.44515 -1.02275 -7.01305 0.08 0.04 -1.01
C 0.89159 -0.94604 -5.63049 -0.79 -0.38 -0.37
Cl 2.06840 -0.84694 -4.36930 1.43 0.45 1.16
H 1.88828 -0.11146 -7.41464 0.23 -0.07 0.52
H 2.10597 -1.87581 -7.16707 -0.07 0.10 0.02
H 0.43097 -1.91025 -5.41550 -0.62 0.45 -0.28
H 0.23879 -0.07487 -5.57571 -0.23 -0.30 0.25
C 0.42265 6.08440 -1.90487 -2.09 0.20 0.05
C -0.78083 6.31592 -2.61163 1.25 -0.67 0.36
C -0.74268 6.82018 -3.88913 0.28 1.66 -1.01
C 0.49805 7.27637 -4.46548 -1.46 -1.02 0.84
C 1.63368 7.03183 -3.73946 0.51 0.36 -0.69
C 1.58960 6.42597 -2.48587 1.53 0.25 -0.34
N 0.62261 8.05690 -5.77492 -1.12 -0.10 1.84
O 1.65726 8.61243 -5.94658 2.28 0.36 -0.17
O -0.33597 8.23217 -6.47153 -1.42 -0.80 -0.33
H 0.31960 5.71116 -0.89668 0.41 -0.21 0.05
H -1.68930 6.01941 -2.10846 -0.33 0.23 -0.35
H -1.69218 7.06497 -4.34183 0.06 -0.18 -0.49
H 2.58159 7.32525 -4.16581 0.12 0.02 0.07
H 2.54184 6.26077 -2.00384 0.03 -0.05 0.21
C -0.04865 2.66887 -6.32801 -0.16 0.04 0.89
C 0.31426 3.35446 -5.13844 0.44 -0.69 -2.10
C 1.62782 3.87131 -5.07063 -1.82 0.58 0.84
C 2.47039 3.75441 -6.13454 0.81 -1.28 -0.83
C 2.10472 2.96989 -7.26639 1.17 1.21 0.17
C 0.83381 2.44520 -7.37326 0.52 0.54 0.71
N 3.87948 4.32064 -5.96045 0.82 0.72 -0.02
O 4.13158 4.87199 -4.85280 -0.44 -1.41 -2.90
O 4.67273 4.22603 -6.92310 -1.87 0.17 2.40
H -1.02368 2.24760 -6.52359 -0.44 0.19 0.64
H -0.43893 3.50289 -4.37879 0.20 0.13 0.20
H 1.88244 4.50209 -4.23177 0.27 -0.28 0.10
H 2.80744 2.88481 -8.08207 0.17 -0.08 0.03
H 0.49967 1.88840 -8.23622 0.16 0.03 -0.13
C -2.83671 1.63657 3.98178 0.55 1.27 -0.49
C -2.86645 0.96557 5.17183 -1.78 -0.52 2.70
C -3.87377 1.23738 6.12951 -1.38 1.70 -1.22
C -4.88088 2.22786 5.79504 1.41 -0.99 0.85
C -4.73572 2.98584 4.64939 0.25 -0.09 -0.50
C -3.64070 2.75788 3.77878 -1.02 -0.94 0.51
N -6.00343 2.55200 6.78559 -0.78 0.74 -0.24
O -5.97394 1.94734 7.85948 -0.22 1.02 -1.68
O -6.85818 3.41811 6.44453 2.29 -2.37 0.87
H -2.08749 1.38542 3.24557 0.14 0.08 -0.03
H -2.20229 0.19750 5.53974 0.47 -0.14 -0.78
H -3.94286 0.73812 7.08469 0.11 -0.09 -0.05
H -5.51574 3.69010 4.40038 0.18 0.36 0.10
H -3.46960 3.37804 2.91130 -0.25 0.04 -0.04
C -4.22325 2.20581 0.28191 1.78 0.06 0.26
C -5.39641 2.36374 -0.37470 -0.70 0.52 -1.60
C -5.41976 2.91259 -1.67757 0.22 -0.01 0.74
C -4.22289 3.41151 -2.23847 -0.95 -0.32 0.40
C -3.02709 3.33116 -1.54524 -1.02 -0.73 -0.08
C -3.04083 2.67090 -0.30975 0.59 0.43 -0.71
N -4.20536 4.01809 -3.59108 0.06 1.37 -1.91
O -3.16446 4.45265 -4.11946 -0.55 -1.15 1.81
O -5.26645 4.13835 -4.17280 -0.16 -0.54 0.80
H -4.21751 1.69946 1.23584 0.17 0.00 0.16
H -6.31517 2.04435 0.09464 -0.13 -0.06 -0.17
H -6.40937 2.88905 -2.10944 0.30 0.50 -0.75
H -2.17203 3.64965 -2.12303 0.46 0.09 0.51
H -2.04910 2.52155 0.09097 -0.17 -0.07 0.70
C 2.98010 -4.10322 -2.15573 1.08 1.25 0.74
C 2.07213 -4.64128 -3.02421 -0.22 -0.63 -0.19
C 2.43680 -5.75859 -3.74245 0.05 -1.19 -0.82
C 3.70683 -6.32855 -3.63841 0.37 1.63 0.82
C 4.64186 -5.70025 -2.78404 0.30 0.29 -0.46
C 4.31293 -4.50770 -2.10529 -1.06 -1.84 -0.46
N 4.09381 -7.48319 -4.47557 1.97 -2.58 0.83
O 3.25925 -7.98806 -5.20722 0.53 0.96 0.46
O 5.24644 -8.00140 -4.28536 -2.91 1.96 -0.44
H 2.75971 -3.31536 -1.45066 -0.52 0.43 -0.26
H 1.07381 -4.26485 -3.19169 -0.11 0.15 0.34
H 1.69078 -6.24647 -4.35224 0.10 0.04 -0.31
H 5.63303 -6.11819 -2.68755 0.07 -0.06 -0.17
H 4.97675 -3.95571 -1.45641 0.30 -0.32 -0.06
C 2.39247 -3.69390 6.93712 -0.05 0.68 1.18
C 1.90801 -4.83494 6.38535 0.34 -1.70 -0.14
C 0.93842 -4.85564 5.41788 -1.96 1.02 -1.45
C 0.26648 -3.65861 5.06370 2.16 1.51 1.43
C 0.70174 -2.45669 5.74450 -1.22 -1.89 -0.91
C 1.72451 -2.52538 6.68450 -0.66 1.35 -0.98
N -0.78229 -3.56475 3.99127 0.80 -0.31 2.97
O -0.76725 -4.40193 3.15885 0.25 -1.47 -2.04
O -1.64546 -2.73515 4.13373 -0.44 1.34 -0.15
H 3.16648 -3.69854 7.69031 0.12 -0.18 -0.04
H 2.25865 -5.79722 6.72807 0.36 -0.07 -0.11
H 0.64297 -5.77964 4.94322 -0.07 -0.11 0.04
H 0.17191 -1.53048 5.57773 0.02 0.09 -0.12
H 1.95299 -1.58710 7.16805 0.34 -0.05 0.17
C 5.33006 -5.23179 2.73735 -0.04 -0.50 0.77
C 5.85310 -4.46973 1.71490 -0.63 1.59 0.16
C 5.26738 -3.20442 1.47202 -0.01 -0.50 -0.43
C 4.08512 -2.85032 2.11728 0.35 -0.65 0.29
C 3.57483 -3.67116 3.11850 -0.71 1.39 0.10
C 4.21657 -4.81651 3.47438 0.29 -0.47 -0.55
N 3.28224 -1.71168 1.63785 -0.88 -0.39 1.14
O 2.35764 -1.27454 2.40881 2.25 -0.58 -2.49
O 3.53410 -1.36983 0.49006 -1.09 0.67 1.14
H 5.79403 -6.15729 3.04489 0.09 -0.19 -0.29
H 6.69668 -4.77426 1.11320 0.13 -0.05 0.21
H 5.71609 -2.52823 0.75940 -0.09 -0.04 -0.20
H 2.66999 -3.36562 3.62279 -0.14 -0.06 0.00
H 3.72629 -5.44829 4.20026 0.44 -0.05 0.18
C 2.82860 1.04997 8.23370 0.60 -0.81 -1.01
C 3.68717 0.74324 7.17585 -1.52 0.40 -0.61
C 3.20094 0.91771 5.83920 0.89 -0.15 0.51
C 1.92312 1.39557 5.58744 -0.77 1.30 2.11
C 1.08856 1.77677 6.68953 1.19 -0.61 -1.39
C 1.57394 1.55095 7.96609 -1.16 0.09 0.31
N 1.41579 1.70247 4.22460 -1.79 -1.63 1.09
O 2.20812 1.80833 3.34103 0.54 0.34 -0.94
O 0.16879 1.68680 4.07717 1.98 0.11 0.10
H 3.10035 0.75943 9.23776 0.11 0.37 0.14
H 4.65253 0.34623 7.45308 0.18 -0.04 -0.65
H 3.84623 0.68452 5.00516 0.05 -0.04 -0.09
H 0.13184 2.22824 6.47209 -0.12 -0.10 0.20
H 0.91675 1.68759 8.81215 -0.15 0.37 0.00
C -0.18724 -1.77498 0.26147 0.36 1.04 -2.08
C -0.05360 -1.38786 -1.09723 -0.94 -3.88 3.17
C 0.08127 -0.07789 -1.43309 0.69 3.58 -1.45
C 0.17960 0.94419 -0.48399 0.00 -0.33 1.80
C 0.00695 0.60875 0.89660 0.12 2.07 -3.24
C -0.19535 -0.74745 1.19357 0.18 -2.28 1.04
N 0.46288 2.37311 -0.86005 0.34 1.89 -1.74
O 0.70156 2.67943 -2.05972 -0.71 -1.75 2.85
O 0.44577 3.21376 0.04015 -0.16 -1.63 -0.71
H -0.23732 -2.82388 0.51382 -0.17 0.10 0.27
H -0.12189 -2.17670 -1.83171 0.15 0.17 -0.41
H 0.13945 0.11609 -2.49393 0.24 0.51 -0.01
H -0.05278 1.39272 1.63701 0.26 0.01 0.31
H -0.28875 -1.07397 2.21878 -0.16 0.41 0.31
C -5.79823 -0.61290 2.81583 0.65 0.45 1.19
C -6.64750 -0.62740 1.73624 0.33 -0.23 -0.18
C -6.17141 -1.16430 0.55919 -0.16 -0.23 -1.24
C -4.86351 -1.62129 0.44034 1.31 -0.75 1.21
C -3.99685 -1.62847 1.55456 -1.31 0.16 0.38
C -4.50868 -1.12767 2.77908 0.86 0.29 -2.00
N -4.41022 -2.31000 -0.80662 -1.78 -0.63 -1.62
O -5.33368 -2.47876 -1.65468 2.65 0.30 1.59
O -3.24701 -2.72302 -0.96333 -1.81 1.05 0.59
H -6.09729 -0.12829 3.73351 -0.23 -0.05 0.16
H -7.64631 -0.22678 1.82731 -0.05 -0.07 -0.16
H -6.80769 -1.25499 -0.30874 -0.06 0.09 -0.04
H -3.01839 -2.08530 1.53688 0.08 0.08 -0.24
H -3.78767 -0.95037 3.56336 -0.35 -0.44 0.39
```
Forces are in eV/Å.

Its spin multiplicity is 2. Its net charge is +1. Its frontier orbital gap (alpha / beta) is 6.7 / 3.0 eV. The HOMO energy (alpha / beta) comes out at -0.415 / -0.415 hartree.

***

2.
Here is a structure of composition C30H34As2Cl2O3PRh at a distorted geometry from the Open Molecules 2025 dataset. Energies are from the ωB97M-V functional and the def2-TZVPD basis.

Structure (XYZ):
```
73
Properties=species:S:1:pos:R:3:forces:R:3
Rh -0.70012 -0.06639 0.20908 -0.83 -0.27 -0.41
C 0.54064 3.31311 1.98015 -1.19 0.20 0.54
As -0.86922 2.03388 1.51754 -0.30 0.06 0.72
C -2.32664 3.23296 1.06822 0.87 -1.39 -2.74
C -1.47565 1.36622 3.23476 -0.34 0.03 1.08
C -1.62855 2.28670 4.30682 0.87 -0.56 -0.39
C -1.94655 1.84534 5.57343 -0.73 -0.41 -0.65
C -2.28262 0.48424 5.77432 -0.11 1.83 1.07
C -2.10928 -0.43989 4.78846 0.06 0.13 -0.81
C -1.73058 0.01715 3.50103 0.06 -0.35 0.63
As -1.54396 -1.37860 2.19612 -0.14 0.41 -0.95
C -0.43056 -2.67327 3.02828 -0.79 -1.46 0.08
C -3.26188 -2.28679 1.95948 0.75 -0.06 0.48
H 0.05314 4.00170 2.68327 0.23 -0.28 0.15
H 0.59154 3.91503 1.08445 0.90 0.03 -0.31
H 1.45388 2.89724 2.42961 -0.40 0.21 -0.65
H -2.56881 3.86793 1.83331 -0.50 1.62 2.00
H -3.19943 2.67134 0.74745 -0.04 -0.21 0.16
H -1.99615 3.78572 0.17723 -0.12 0.10 0.32
H -1.38221 3.33831 4.19379 -0.13 -0.09 -0.21
H -2.02878 2.60019 6.35073 -0.09 -0.40 0.12
H -2.75269 0.29397 6.72873 0.35 -0.66 0.14
H -2.25526 -1.50490 5.00138 -0.18 0.46 -0.21
H -0.76757 -2.88227 4.04090 -0.19 0.07 0.08
H 0.56456 -2.32623 3.09925 1.10 0.31 -0.18
H -0.50123 -3.63421 2.47705 0.22 0.65 0.17
H -3.49065 -2.91786 2.83943 -0.05 0.48 -0.49
H -3.13701 -2.89832 1.07060 -0.09 -0.14 -0.01
H -3.98217 -1.50662 1.76611 -0.43 0.00 0.12
Cl -2.59517 -1.73249 -7.09739 0.26 0.00 0.11
C -2.33712 -1.13771 -5.52225 -0.41 -0.22 -0.08
C -2.63241 0.19701 -5.24353 0.33 -0.29 1.05
C -2.47506 0.56067 -3.90537 0.55 0.63 -0.96
Cl -2.49828 2.20868 -3.51705 -0.30 0.37 0.10
C -2.09062 -0.32517 -2.79676 -1.11 -0.66 -0.65
O -2.10799 0.13115 -1.64725 0.86 0.11 0.93
C -1.92884 -1.72432 -3.16404 0.36 -0.38 -0.27
C -1.67664 -2.82325 -2.16179 0.30 1.11 -0.72
O -1.17749 -2.61901 -1.08279 -0.13 -0.10 0.44
C -1.96750 -2.06170 -4.49249 0.27 -1.90 -0.23
H -2.93280 0.91893 -6.01755 0.21 -0.47 0.50
H -1.93637 -3.83439 -2.50986 0.01 -0.08 0.06
H -1.71341 -3.15884 -4.78779 -0.73 2.10 0.42
O 1.44097 0.20169 2.57450 0.55 -0.37 1.18
H 2.17565 0.60226 2.07415 -0.06 -0.17 0.46
H 1.78335 -0.05672 3.47963 -0.41 0.61 -1.56
C 2.14161 -2.03117 0.27713 0.81 -1.08 0.46
P 1.46625 -0.54543 -0.45403 1.90 0.30 -1.14
C 2.83063 0.71593 -0.18276 -1.06 0.07 -0.61
C 4.10239 0.20298 0.06040 0.00 1.63 1.04
C 5.09403 1.09489 0.42235 -0.20 1.27 -0.99
C 4.87099 2.48540 0.37724 -1.41 -0.57 0.12
C 3.63244 3.04812 0.05749 -1.36 -2.68 -1.44
C 2.60156 2.11392 -0.28883 -1.18 -0.45 0.64
C 1.55099 -0.88183 -2.25383 -0.20 -1.64 1.23
C 1.43192 0.20700 -3.06092 -1.19 1.22 -0.58
C 1.21386 0.03859 -4.42853 1.16 -0.76 -1.14
C 1.31539 -1.26811 -4.99310 -0.65 0.85 -0.30
C 1.39944 -2.37040 -4.13984 0.38 -0.16 0.04
C 1.53420 -2.19532 -2.75862 0.07 1.03 -0.86
H 2.96750 -2.50468 -0.30789 -0.20 0.90 0.50
H 1.41630 -2.84040 0.24047 -0.51 0.16 0.40
H 2.44172 -1.79931 1.32737 -0.23 -0.47 -0.86
H 4.32732 -0.81935 0.15415 0.02 -1.16 -0.23
H 6.09775 0.76242 0.57921 0.37 -0.26 0.37
H 5.63461 3.13329 0.66428 1.35 0.91 0.27
H 3.38358 4.06959 -0.14585 0.50 0.59 0.48
H 1.49342 2.39179 -0.53749 2.34 -0.06 0.42
H 1.36666 1.16663 -2.51654 0.16 -0.20 -0.99
H 1.15124 0.87167 -5.14014 -0.10 -0.17 0.59
H 1.28161 -1.40073 -6.11886 -0.05 0.17 1.60
H 1.39444 -3.38325 -4.54973 0.14 0.31 0.08
H 1.69163 -3.04469 -2.12647 -0.17 -0.32 0.26
```
Forces are in eV/Å.

Its spin multiplicity is 5. Its net charge is +2. Its frontier orbital gap (alpha / beta) is 7.8 / 6.3 eV. The HOMO energy (alpha / beta) comes out at -0.492 / -0.527 hartree.